Record 1
Density functional theory data (ωB97M-V/def2-TZVPD) for a structure of composition C29H62Cl13IN4OPS2.

Output
Total charge: +1
Total energy in Eh: -8854.00811
Orbital gap in eV: 7.913

Atoms and positions in Å:
I  -1.566  1.531  0.477
Cl  -0.388  -6.105  7.574
Cl  9.286  2.020  2.587
Cl  -3.308  -2.812  7.643
Cl  9.136  -1.970  0.870
Cl  0.350  1.997  3.281
Cl  -4.492  3.528  -0.631
Cl  -1.210  -5.408  4.845
Cl  7.092  1.060  4.283
Cl  2.439  1.623  -0.184
Cl  7.138  -3.949  1.723
Cl  -1.287  4.429  3.158
Cl  1.951  4.342  -1.174
Cl  -0.927  -1.144  7.206
S  -4.411  -1.650  3.539
S  -2.633  0.282  -3.950
P  -1.785  2.712  -2.512
O  -3.073  3.330  -3.345
N  -5.955  0.087  -4.340
N  -3.946  -0.761  -1.952
N  -4.172  1.815  -0.797
N  -1.347  3.997  -1.500
C  8.148  -3.359  0.397
C  -6.198  1.664  -2.437
C  -2.747  0.041  -2.086
C  4.705  3.901  -1.432
C  -1.498  -0.736  -1.665
C  1.206  -1.257  -2.662
C  -4.725  -0.743  0.373
C  -0.450  3.282  4.209
C  0.025  -1.966  -3.334
C  -5.441  1.069  -1.243
C  5.308  1.634  -0.464
C  -6.290  -1.287  -1.513
C  -1.190  -2.057  -2.403
C  5.672  0.867  0.812
C  8.720  0.743  3.672
C  -2.759  1.467  -1.358
C  -5.811  -0.455  1.418
C  5.364  3.152  -0.275
C  2.583  -1.510  -3.300
C  3.681  -1.463  -1.006
C  3.564  -2.204  -2.351
C  -5.813  1.477  -3.903
C  -2.129  -2.209  6.469
C  -1.695  -6.133  6.393
C  5.160  -0.581  0.879
C  -5.083  -0.420  -1.105
C  -5.891  -1.517  2.495
C  5.100  -1.346  -0.459
C  2.114  3.304  0.254
H  6.016  1.380  -1.262
H  -1.309  0.465  -4.051
H  5.771  -1.151  1.584
H  8.811  -4.158  0.087
H  5.106  3.555  -2.389
H  9.394  0.687  4.517
H  -1.175  2.821  4.869
H  -1.977  -7.162  6.205
H  -1.620  -3.065  6.043
H  1.016  -0.178  -2.699
H  3.263  -0.454  -1.120
H  -2.933  4.270  -3.528
H  -7.221  1.290  -2.324
H  -6.278  2.737  -2.244
H  0.310  -2.984  -3.624
H  -3.791  -0.249  0.658
H  -1.611  -0.946  -0.601
H  -4.097  1.563  0.192
H  2.467  -2.096  -4.218
H  -7.229  -0.733  -1.536
H  3.062  -1.953  -0.246
H  5.261  1.409  1.669
H  4.307  1.357  -0.814
H  -6.879  -0.064  -4.731
H  -6.799  -0.366  0.953
H  6.412  3.462  -0.206
H  1.187  3.347  0.813
H  -5.612  0.509  1.909
H  8.707  -0.190  3.121
H  -2.004  4.742  -1.322
H  -2.525  -5.558  6.788
H  -4.497  -1.815  0.378
H  3.622  3.740  -1.444
H  -6.482  2.144  -4.464
H  5.731  -0.867  -1.215
H  0.312  3.814  4.766
H  -0.644  -0.068  -1.792
H  -0.218  -1.457  -4.273
H  2.948  3.670  0.840
H  -2.668  -1.657  5.713
H  4.885  4.977  -1.373
H  -6.037  -2.499  2.035
H  -3.676  -1.718  -1.762
H  5.483  -2.362  -0.309
H  -6.104  1.263  -0.393
H  -4.810  1.840  -4.101
H  4.546  -2.231  -2.834
H  4.144  -0.570  1.295
H  -6.422  -2.110  -0.805
H  -0.956  -2.798  -1.631
H  1.228  -1.525  -1.600
H  3.251  -3.241  -2.186
H  6.763  0.875  0.921
H  -3.728  -0.609  3.040
H  4.891  3.424  0.676
H  -6.738  -1.325  3.154
H  -0.435  4.368  -1.745
H  -6.113  -1.689  -2.507
H  3.029  -0.558  -3.605
H  -2.055  -2.452  -2.947
H  -5.302  -0.115  -5.088
H  7.501  -3.048  -0.413

Cartesian forces (eV/Å) of the 3 atoms listed first:
I -0.072 0.071 0.177
Cl 0.004 0.013 0.005
Cl -0.005 -0.019 -0.015

These are the Löwdin partial charges, in e, on atoms 1 to 5: 1.0792, 0.5220, 0.5018, 0.5173, 0.5277

=====

Record 2
Density functional theory data (ωB97M-V/def2-TZVPD) for a structure of composition C29H62CuN3O4.

Output
Energy above the lowest of the compared OMol25 structures with the same formula, charge and spin in kcal/mol: 40.17
Total energy in Eh: -3247.64848
Orbital gap in eV: 7.133

Atoms and positions in Å:
Cu  -0.808  0.377  -0.527
O  0.223  1.444  -2.555
O  -0.858  0.901  1.712
O  -2.218  -0.058  -3.000
O  1.657  0.613  2.595
N  1.772  -0.636  3.214
N  -3.153  -0.154  -1.947
N  1.543  1.129  -2.188
C  1.303  -1.203  -2.919
C  2.162  0.084  -2.989
C  -4.954  0.727  -0.659
C  2.533  0.364  -4.457
C  -4.119  -2.147  -3.114
C  -3.589  -1.566  -1.788
C  -3.357  2.263  -1.740
C  1.391  0.502  5.347
C  -2.700  1.585  3.187
C  -4.105  0.961  -1.890
C  3.448  -1.619  1.618
C  3.718  -0.266  4.725
C  3.466  -0.296  -2.259
C  2.308  2.288  -1.749
C  0.916  -1.716  1.312
C  2.087  -1.720  2.309
C  4.406  0.849  -1.854
C  2.451  -3.122  4.406
C  1.506  3.040  -0.656
C  2.219  -0.586  4.624
C  -5.683  -0.634  -0.647
C  -2.359  -2.396  -1.400
C  -4.606  -1.696  -0.622
C  3.561  1.842  -1.011
C  -1.529  1.969  2.332
C  1.980  -1.959  5.239
C  2.667  3.263  -2.888
C  -5.080  1.071  -3.100
C  1.887  -3.099  3.002
H  4.409  -1.047  4.402
H  4.065  -0.021  5.734
H  2.486  -2.075  6.203
H  3.543  -3.155  4.433
H  -4.390  0.788  0.279
H  -0.061  -1.613  1.787
H  -5.654  0.151  -3.204
H  -3.377  -2.724  -3.662
H  2.946  -0.500  -4.978
H  0.759  -2.633  0.730
H  1.016  -0.907  0.584
H  0.584  3.474  -1.037
H  2.118  3.811  -0.183
H  4.270  2.601  -0.680
H  -4.925  -2.837  -2.859
H  3.671  -0.594  1.318
H  -5.794  1.895  -3.119
H  0.330  1.877  -3.420
H  5.228  0.379  -1.310
H  -4.051  -1.688  0.315
H  4.230  -2.135  2.176
H  -4.545  -1.379  -3.757
H  3.304  1.133  -4.539
H  0.821  -3.341  2.981
H  -4.599  1.178  -4.080
H  -5.658  1.545  -0.483
H  2.251  -3.854  2.299
H  1.326  0.335  6.421
H  -2.746  -0.126  -3.815
H  0.366  -1.188  -3.483
H  -3.179  0.681  2.810
H  3.679  3.107  -3.270
H  -2.576  -3.457  -1.297
H  -6.387  -0.646  -1.478
H  -2.343  1.376  4.200
H  0.912  -1.267  -1.896
H  -4.043  3.065  -1.466
H  1.874  -2.090  -3.183
H  1.952  3.374  -3.706
H  -2.666  2.197  -0.890
H  2.060  -4.035  4.865
H  1.339  2.382  0.203
H  -5.155  -2.640  -0.682
H  3.436  -2.138  0.652
H  -3.378  2.433  3.309
H  1.781  1.484  5.083
H  3.238  -0.900  -1.378
H  0.916  -2.071  5.475
H  -1.857  2.673  1.550
H  1.694  0.694  -5.077
H  -6.251  -0.694  0.283
H  3.957  0.621  4.132
H  4.039  -0.943  -2.930
H  4.923  1.284  -2.712
H  2.812  4.281  -2.511
H  -0.855  2.611  2.920
H  -1.428  -2.185  -1.933
H  3.168  1.355  -0.115
H  0.682  0.706  2.439
H  -1.983  -2.014  -0.438
H  0.383  0.467  4.929
H  -2.749  2.542  -2.600

Cartesian forces (eV/Å) of the 3 atoms listed first:
Cu -0.258 0.650 1.364
O 0.582 0.194 -0.655
O 0.130 -0.361 -0.721

These are the Löwdin partial charges, in e, on atoms 1 to 5: 0.4638, -0.0262, -0.3461, -0.0300, -0.0445